This record from the Open Molecules 2025 dataset describes 12 unconnected molecules or ions with the total composition C60H63N7O26S in a non-equilibrium geometry. The level of theory is ωB97M-V with the def2-TZVPD basis set.

Structure (XYZ):
```
157
Properties=species:S:1:pos:R:3
H 0.22111 1.55767 -0.97681
C 7.75574 2.99322 -0.79622
H 0.17591 -0.98790 2.16573
C 6.33785 1.08993 -2.24241
C -4.23100 -3.68912 -3.59561
H 1.72047 1.13527 0.98661
C -1.37042 -7.37516 1.53611
C 0.37184 -2.27592 -4.14936
H -6.28153 4.16170 -2.10133
H -1.81170 3.48918 8.25110
H 2.84414 3.08867 -3.87764
O 4.02146 -2.44766 -3.97990
C -6.73031 -1.19035 0.22907
O 0.42778 5.38844 -1.76887
C -1.43789 2.83912 7.47387
C -2.83463 -5.81256 -2.50218
S 5.10093 1.98680 2.99500
C -4.51956 -5.00733 -3.98512
N -3.94595 0.35014 -3.52779
H 5.77560 3.31245 0.15501
H -0.92511 -3.80740 -5.07705
H 1.01605 3.75715 4.86159
O 0.46362 0.02144 -5.12502
H 0.26008 2.08959 8.47168
C 0.76848 -3.33249 -6.30638
C -4.48596 -0.91297 1.05942
H -2.98310 -2.42717 -2.47950
C -0.68259 4.28568 3.65298
C 0.53770 4.60363 -4.12689
N 2.33808 -5.18323 1.40764
H 4.70675 -1.70315 0.36647
C -1.93032 1.68056 5.39367
H 9.52980 2.35506 -1.78775
H -2.36519 -7.75234 1.72208
C -1.78868 5.12322 3.52639
H -1.44269 6.85726 6.44783
C -0.30247 2.03953 7.55112
C -3.04994 3.43371 -1.36862
C -2.10518 6.02749 4.57778
H -6.04134 2.08644 -3.33027
H 5.72600 0.35564 -2.74527
H 6.60868 -1.32419 -0.84156
O -9.06705 0.19675 -0.76242
O -6.26858 -4.43586 -5.52014
C -4.57802 0.48223 0.79533
H -0.28200 -9.10580 1.79986
H -0.46392 -2.09906 -3.47237
O -1.29881 2.94906 1.76853
C 4.78871 -2.45577 -0.41771
O 0.70618 -1.90279 -6.40575
C -5.74508 0.96848 0.28596
O 3.65735 0.81014 -1.57723
H 4.89500 -3.42778 0.06395
H 1.50265 0.59925 -1.49535
H 3.74463 3.19392 5.93440
H 1.26922 5.27980 -4.56935
H 8.26002 0.58933 -3.04752
C 6.12548 -2.24280 -1.17441
C -0.10492 -5.34764 1.25171
H -2.97487 3.41942 6.11196
C 1.11728 -7.40362 1.50431
H -7.56260 -1.86198 0.07867
O 3.99572 2.79413 3.95409
H 2.10334 -0.42850 0.39339
C -0.14918 -8.06492 1.54427
H 1.89961 1.71655 -3.22262
H -0.48724 0.19406 4.79970
C 4.88127 1.43628 5.44342
C -5.36330 3.59970 -2.01518
C 0.79465 4.59274 -2.62008
H -2.17470 3.79657 -0.85027
O -8.07215 2.14075 -0.58375
C -1.31508 -5.99394 1.37607
C 0.05669 -0.31369 1.31760
C 0.16368 4.41349 4.76633
O -5.56986 -6.44532 -5.47046
C 6.39077 2.74276 -0.52574
H -4.85162 -2.90688 -4.00711
H -5.85394 2.02111 0.07027
H 2.96143 -1.60571 -1.41233
O 4.49760 1.15806 1.93237
H 0.58515 5.47073 6.52613
H -4.08544 -7.11488 -3.65131
C -6.87088 0.20603 0.05910
O 2.23524 -4.05154 0.98107
C -1.23665 6.11413 5.69173
H 1.78964 -3.70181 -6.40093
C 5.71013 1.85384 -1.30112
O -2.70821 0.47291 3.54777
N -2.88734 1.43459 4.28509
N -8.06235 0.87401 -0.44488
H 0.86025 0.48849 6.89213
H 0.57495 -4.39946 -4.44303
N -0.47446 3.15117 2.67647
C 0.13100 -3.55788 -4.97478
C 0.03120 1.13870 6.65484
C 4.46516 -2.42042 -2.85391
C 7.71867 1.25849 -2.39516
H 3.95125 0.92052 5.68248
H -5.38493 -2.77377 0.89689
H -2.43649 4.99647 2.67160
C 0.68688 0.59362 -0.77244
N -5.49017 -5.29114 -5.06525
N 4.22051 1.71763 -1.06609
H -0.04487 2.52786 -4.34338
H 1.19376 2.89771 -5.51985
C -5.22691 2.38407 -2.68644
H 3.10697 -3.36117 -1.52151
H -0.13412 -4.27332 1.14506
C -3.23601 -3.45082 -2.71313
C 0.82322 3.16036 -4.52899
H -3.74260 1.09519 1.09992
C 8.47204 2.18750 -1.64824
C 3.67188 -2.43076 -1.46400
C -2.95181 2.16107 -2.05888
H -1.99300 1.66633 -2.10690
C 1.26053 0.24052 0.56711
C -4.03788 1.65137 -2.77961
O 1.52123 3.40380 -2.30023
O 5.81227 -2.07803 -2.55745
C -2.21532 2.69086 6.35421
H -2.28069 -5.51034 1.36526
C -0.75808 0.91812 5.55388
H 2.04261 -7.94015 1.65372
C -2.50138 -4.52266 -2.15636
H -3.57423 -1.30846 1.48218
H 5.36979 3.49597 5.29201
O 5.45890 0.99965 4.28544
H -3.08936 6.47109 4.54604
H 0.33003 -3.85045 -7.15936
C 4.49541 2.84877 5.22355
C -3.82405 -6.09240 -3.42197
H -2.39234 -6.64817 -1.98014
C 1.11294 -6.03048 1.46218
O -3.88989 2.09541 4.13155
C -0.56743 -1.09274 0.13155
C 0.44202 -1.23758 -5.20241
C -5.52690 -1.71824 0.71769
O 3.61581 2.55307 -0.35974
H -0.65681 0.46659 1.58253
C -0.18253 5.30763 5.78421
C -4.24278 4.12385 -1.37507
O 6.23431 2.81778 2.66526
O -0.24084 -0.50498 -0.99200
H 5.57632 1.31157 6.27375
O 3.36198 -5.55652 1.98090
H -0.50862 4.90764 -4.15660
O -1.29223 -2.03812 0.10842
H 6.75903 -3.12238 -1.06022
H -1.82844 -4.33243 -1.33334
O -2.88965 -0.30243 -3.68986
H -4.33618 5.05521 -0.83633
H 8.33543 3.78552 -0.34608
O 0.55094 2.47939 2.77676
H 1.28591 -2.41131 -3.57121
C 1.86665 2.76454 -3.52051
O -4.92973 0.03261 -4.17239
```

Summary:
- electronic energy (eV) = -137710.965
- orbital gap (spin up / spin down) (hartree) = 0.24557 / 0.10142
- charge = +1
- LUMO energy (spin up / spin down) (hartree) = -0.1665 / -0.3106
- spin multiplicity = 2
- HOMO energy (spin up / spin down) (eV) = -11.2 / -11.2